# 1
Computed, not measured: a molecular structure, C32H29MnN5OS2Si at a distorted geometry, with ωB97M-V with the def2-TZVPD basis set.

XYZ file:
```
71
Properties=species:S:1:pos:R:3:forces:R:3:lowdin_spin:R:1
Mn 0.484 0.294 0.107 0.81 -0.16 -2.16 1.29
S 1.992 1.568 3.993 0.14 -0.04 0.11 -0.01
C 0.301 1.516 4.177 -0.18 -0.07 -0.03 0.00
C -0.349 1.211 3.013 0.45 -0.29 0.41 0.00
C 0.560 0.998 1.934 -0.41 0.93 0.25 -0.02
C 1.870 1.174 2.338 0.12 0.19 0.02 0.00
C 2.956 1.016 1.390 -0.05 0.10 -0.02 0.00
C 4.309 1.188 1.660 0.00 0.04 0.03 0.00
C 5.216 1.062 0.628 0.04 0.00 -0.04 0.00
C 4.760 0.768 -0.655 0.07 0.03 -0.03 0.00
C 3.411 0.591 -0.852 -0.14 -0.05 0.14 0.00
N 2.520 0.700 0.149 0.01 -0.12 0.12 0.00
H -0.136 1.713 5.145 0.01 0.00 -0.03 0.00
H -1.421 1.126 2.943 -0.01 0.01 0.03 0.00
H 4.635 1.427 2.663 -0.01 0.00 -0.01 0.00
H 6.273 1.199 0.814 -0.01 -0.01 -0.01 0.00
H 5.444 0.681 -1.487 -0.01 -0.01 0.02 0.00
H 3.000 0.350 -1.823 0.01 0.00 -0.01 0.00
S 0.400 -6.107 1.434 0.01 -0.02 0.07 0.00
C 0.478 -4.344 1.197 0.02 0.08 0.01 0.00
C -0.427 -3.496 1.823 -0.02 -0.01 0.07 0.00
C -0.344 -2.136 1.604 0.16 -0.10 0.03 0.00
N 0.584 -1.596 0.801 -0.36 -0.14 0.47 -0.02
C 1.482 -2.407 0.221 -0.04 0.08 0.10 0.00
C 1.463 -3.774 0.398 0.03 -0.06 -0.01 0.00
C -0.605 -6.464 0.000 -0.06 -0.06 -0.16 0.00
C -1.979 -6.271 0.025 0.07 0.02 0.07 0.00
C -2.703 -6.565 -1.119 -0.12 -0.05 -0.19 0.00
N -2.162 -7.029 -2.247 0.18 0.09 0.30 0.00
C -0.845 -7.230 -2.241 -0.09 -0.04 -0.17 0.00
C -0.023 -6.965 -1.154 0.02 0.03 0.08 0.00
H -1.192 -3.892 2.477 0.01 0.00 0.01 0.00
H -1.021 -1.445 2.088 -0.03 0.00 -0.03 0.00
H 2.235 -1.933 -0.394 0.00 -0.03 -0.04 0.00
H 2.208 -4.393 -0.082 0.00 0.01 0.00 0.00
H -2.477 -5.914 0.917 -0.01 -0.03 -0.01 0.00
H -3.779 -6.430 -1.127 0.01 0.00 -0.01 0.00
H -0.418 -7.625 -3.157 -0.01 0.00 0.01 0.00
H 1.041 -7.151 -1.205 -0.02 -0.02 -0.01 0.00
C 0.624 5.307 -3.094 0.01 0.07 -0.02 0.00
C 0.771 5.685 -1.764 0.02 -0.02 0.01 0.00
C 0.511 4.777 -0.753 -0.04 0.01 -0.10 -0.01
C 0.109 3.474 -1.080 0.47 0.11 -0.10 -0.05
C -0.004 3.091 -2.421 0.08 0.21 -0.09 -0.01
C 0.235 4.018 -3.426 0.02 -0.05 0.07 0.00
Si -0.470 2.315 0.190 -0.58 -1.19 1.38 -0.13
C -1.934 2.829 1.138 -0.27 0.28 0.05 -0.01
C -1.874 3.889 2.050 -0.06 0.14 -0.13 0.00
C -2.991 4.238 2.791 0.03 -0.01 -0.01 0.00
C -4.181 3.542 2.618 -0.04 0.01 0.01 0.00
C -4.262 2.507 1.698 0.07 -0.02 0.02 0.00
C -3.139 2.142 0.968 -0.11 0.08 0.07 0.00
H 0.813 6.029 -3.877 0.01 -0.01 0.00 0.00
H 1.085 6.690 -1.517 -0.01 0.00 -0.01 0.00
H 0.615 5.093 0.279 -0.03 -0.04 0.00 0.00
H -0.298 2.086 -2.691 -0.02 0.03 0.03 0.00
H 0.126 3.737 -4.465 -0.02 0.00 0.01 0.00
H -1.054 0.192 0.318 -0.29 0.56 -0.06 -0.03
H -0.957 4.451 2.196 0.01 -0.05 0.01 0.00
H -2.934 5.052 3.500 -0.01 -0.01 0.00 0.00
H -5.051 3.814 3.203 0.00 0.00 -0.02 0.00
H -5.196 1.979 1.559 0.01 0.00 -0.01 0.00
H -3.221 1.323 0.262 0.05 -0.03 0.01 0.00
N 0.087 -0.439 -3.930 -0.04 0.14 -0.13 0.00
C -0.340 -0.377 -2.673 0.31 -0.24 0.44 0.00
N -1.634 -0.522 -2.390 -0.09 0.02 -0.08 0.00
O 0.517 -0.191 -1.744 -0.09 -0.17 -0.75 0.01
H -0.532 -0.578 -4.711 0.01 -0.04 0.02 0.00
H 1.065 -0.289 -4.111 0.01 -0.03 -0.01 0.00
H -2.326 -0.706 -3.098 0.01 -0.04 0.00 0.00
H -1.903 -0.571 -1.421 -0.01 0.01 0.01 0.00
```
Positions in Å, forces in eV/Å.

Properties
Spin multiplicity: 2
HOMO-LUMO gap (alpha / beta) (Eh): 0.23248 / 0.27100
Lowest unoccupied orbital energy (alpha / beta) (eV): -7.40 / -6.22
Expectation value of S²: 1.033
HOMO (alpha / beta) (eV): -13.73 / -13.60
Total charge: +2

=====

# 2
Computed, not measured: a molecular structure, C32H29NO7P2PtTe, with ωB97M-V with the def2-TZVPD basis set.

XYZ file:
```
73
Properties=species:S:1:pos:R:3:forces:R:3:mulliken_charge:R:1
Pt -1.819 -1.124 0.206 0.31 -0.27 -0.03 0.92
O -1.337 -1.589 4.427 -0.09 -0.03 0.00 -0.50
P -2.261 -0.734 3.414 -0.01 0.09 -0.06 0.50
O -3.009 0.301 4.144 0.00 0.02 0.05 -0.82
O -1.431 -0.324 2.209 0.10 -0.16 -0.04 -0.26
O -3.301 -1.893 2.894 0.14 -0.10 -0.11 -0.30
P -2.855 -3.288 2.201 -0.05 -0.02 0.19 0.53
O -4.268 -3.683 1.524 -0.02 -0.01 0.08 -0.62
O -2.467 -4.289 3.221 0.02 0.02 -0.06 -0.76
O -1.827 -3.008 1.117 -0.16 0.06 -0.06 -0.56
H -1.387 -2.542 4.244 0.06 0.04 0.01 0.32
H -4.652 -2.885 1.141 0.03 -0.02 -0.11 0.33
Te 1.460 -0.138 1.212 0.05 -0.08 0.14 0.37
C 3.549 -0.251 0.817 -0.05 -0.01 0.02 0.00
C 4.262 0.897 0.482 0.00 0.01 -0.03 -0.34
C 5.608 0.826 0.143 -0.01 0.02 0.01 -0.53
C 6.268 -0.393 0.156 0.04 -0.02 -0.01 -0.42
C 5.569 -1.543 0.505 0.02 0.02 -0.01 -0.51
C 4.222 -1.473 0.823 0.02 -0.01 0.01 -0.31
C 1.602 -1.662 2.668 -0.05 0.05 0.00 -0.15
C 0.946 -2.867 2.452 -0.01 -0.01 -0.02 -0.12
C 0.976 -3.860 3.425 -0.01 -0.02 0.00 -0.53
C 1.684 -3.660 4.600 0.01 0.00 0.02 -0.34
C 2.354 -2.461 4.810 0.01 0.00 0.00 -0.54
C 2.302 -1.459 3.853 0.01 -0.01 0.00 -0.25
H 3.756 1.855 0.482 0.01 0.01 -0.02 0.44
H 6.142 1.731 -0.124 0.00 0.00 0.00 0.36
H 7.320 -0.449 -0.103 0.00 0.00 0.00 0.34
H 6.076 -2.502 0.519 0.00 0.00 0.00 0.36
H 3.682 -2.375 1.087 0.02 0.00 -0.01 0.39
H 0.361 -3.015 1.555 0.00 0.00 0.01 0.29
H 0.404 -4.767 3.272 0.00 0.00 -0.01 0.31
H 1.695 -4.429 5.364 0.00 0.00 0.00 0.35
H 2.894 -2.294 5.735 0.00 0.00 0.00 0.34
H 2.795 -0.511 4.030 0.00 0.01 0.01 0.37
N -1.969 0.686 -0.439 -0.65 0.51 0.15 -0.14
C -1.506 1.799 -0.765 0.26 -0.21 -0.24 -0.21
C -2.452 2.984 -0.760 0.13 -0.01 -0.13 0.32
C -2.445 3.946 -1.768 0.00 -0.02 0.01 -0.06
C -3.376 4.977 -1.775 -0.04 -0.01 0.04 -0.79
C -4.317 5.069 -0.758 0.02 0.01 -0.03 -0.36
C -4.323 4.117 0.257 0.00 0.00 -0.01 -0.73
C -3.404 3.079 0.251 -0.05 0.00 0.06 -0.37
C -0.092 2.082 -1.221 -0.03 0.07 0.09 -0.08
C 0.533 3.304 -0.973 -0.02 0.01 -0.03 -0.20
C 1.839 3.538 -1.383 0.04 -0.02 -0.02 -0.78
C 2.544 2.548 -2.057 -0.05 -0.01 0.03 -0.56
C 1.935 1.323 -2.299 0.06 0.04 -0.01 -0.58
C 0.634 1.092 -1.879 -0.07 -0.05 0.02 0.05
H -1.705 3.875 -2.557 -0.01 0.02 -0.01 0.42
H -3.369 5.708 -2.577 0.00 0.00 0.00 0.36
H -5.040 5.876 -0.755 0.00 0.00 0.00 0.35
H -5.049 4.185 1.058 0.00 0.00 0.00 0.39
H -3.406 2.316 1.021 0.01 0.00 -0.01 0.59
H -0.013 4.082 -0.453 0.01 0.00 0.02 0.52
H 2.308 4.492 -1.169 0.00 0.00 0.00 0.35
H 3.568 2.719 -2.369 0.00 0.01 -0.01 0.38
H 2.481 0.536 -2.805 -0.01 -0.01 0.00 0.41
H 0.162 0.131 -2.039 0.03 0.04 0.00 0.45
C -2.195 -2.056 -1.577 -0.01 0.08 0.07 -1.53
C -1.669 -1.409 -2.811 -0.02 0.01 -0.02 0.40
C -2.265 -0.261 -3.349 -0.03 -0.04 0.01 -0.16
C -1.749 0.361 -4.472 0.05 0.01 -0.01 -0.44
C -0.615 -0.142 -5.104 -0.03 0.00 0.02 -0.48
C -0.016 -1.284 -4.593 -0.01 0.00 -0.02 -0.51
C -0.542 -1.908 -3.468 0.04 -0.01 0.02 -0.36
H -3.287 -2.144 -1.644 0.01 0.03 -0.03 0.58
H -1.786 -3.067 -1.490 -0.02 -0.01 0.04 0.40
H -3.121 0.162 -2.837 -0.02 0.00 0.00 0.29
H -2.220 1.263 -4.846 -0.01 0.00 0.00 0.36
H -0.199 0.358 -5.971 0.00 0.00 0.00 0.35
H 0.872 -1.688 -5.067 0.00 -0.01 0.01 0.36
H -0.056 -2.789 -3.064 0.01 -0.01 0.00 0.34
```
Positions in Å, forces in eV/Å.

Properties
Spin multiplicity: 1
HOMO-LUMO gap (Eh): 0.20510
Lowest unoccupied orbital energy (eV): 4.15
HOMO (eV): -1.43
Total charge: -2

=====

# 3
Computed, not measured: a molecular structure, C32H30AsCl3GeKN6O2S at a distorted geometry, with ωB97M-V with the def2-TZVPD basis set.

XYZ file:
```
77
Properties=species:S:1:pos:R:3:forces:R:3:lowdin_spin:R:1
K 0.001 -0.010 0.024 0.64 0.04 -0.21 0.03
C 2.165 -2.574 -3.461 0.12 -0.01 -0.07 0.00
C 1.530 -1.536 -2.776 0.89 0.47 0.11 0.00
N 1.783 -1.243 -1.515 2.11 0.66 -0.85 0.00
C 2.675 -1.984 -0.841 -0.05 0.13 -0.62 0.00
C 3.359 -3.071 -1.447 0.17 -0.22 0.67 0.00
C 3.078 -3.350 -2.789 -0.09 0.03 -0.15 0.00
C 4.294 -3.809 -0.658 0.02 -0.07 -0.07 0.00
C 4.500 -3.453 0.648 -0.14 0.13 0.06 0.00
C 3.843 -2.357 1.248 0.12 -0.22 -0.15 0.00
C 2.950 -1.573 0.523 0.14 0.24 -0.17 0.00
N 2.282 -0.488 0.969 1.86 -0.31 0.17 0.00
C 2.891 0.378 1.802 -0.43 -0.73 -0.08 0.00
C 4.248 0.689 1.921 -0.02 0.51 0.51 0.00
C 4.638 1.601 2.921 -0.19 -0.07 -0.10 0.00
C 3.753 2.207 3.796 0.08 0.05 0.06 0.00
C 2.362 1.932 3.688 -0.05 0.18 0.18 0.00
C 1.308 2.431 4.518 0.12 -0.21 -0.08 0.00
C 0.014 2.055 4.286 0.51 -0.48 0.25 0.00
C -0.241 1.165 3.209 -0.74 -0.69 0.09 0.00
N 0.685 0.671 2.447 -0.12 0.97 1.01 0.00
C 1.968 1.055 2.680 -0.26 -0.72 -0.58 0.00
H 1.937 -2.761 -4.506 0.01 0.03 -0.01 0.00
H 0.803 -0.900 -3.264 0.10 0.08 -0.06 0.00
H 3.589 -4.167 -3.291 0.02 -0.01 0.05 0.00
H 4.830 -4.647 -1.093 -0.04 0.00 -0.05 0.00
H 5.200 -4.027 1.249 -0.01 -0.01 0.00 0.00
H 4.034 -2.118 2.287 0.06 0.06 -0.02 0.00
H 4.977 0.241 1.259 0.02 -0.06 0.06 0.00
H 5.696 1.831 3.017 -0.01 0.03 0.01 0.00
H 4.116 2.883 4.562 -0.03 0.02 -0.01 0.00
H 1.541 3.112 5.331 0.04 0.03 -0.03 0.00
H -0.802 2.423 4.890 -0.03 -0.02 -0.02 0.00
H -1.351 0.804 2.942 3.65 -0.18 2.03 0.00
Cl -1.100 3.911 2.419 -0.81 0.27 -0.38 0.00
Ge -2.070 1.901 1.735 -1.30 1.06 -1.95 0.00
Cl -3.021 0.572 3.800 -1.62 0.35 0.30 0.00
Cl -4.032 2.646 0.434 -0.12 0.28 0.01 0.00
N -1.469 -1.501 1.498 -0.39 -0.43 0.33 0.00
C -2.125 -2.158 2.171 -0.02 0.00 0.01 0.00
C -2.942 -2.981 3.019 0.00 0.01 0.00 0.00
C -3.805 -3.916 2.455 -0.05 -0.07 -0.03 0.00
C -4.591 -4.706 3.279 0.01 0.00 0.05 0.00
C -4.516 -4.563 4.657 0.00 0.01 0.00 0.00
C -3.654 -3.627 5.215 -0.02 -0.06 -0.05 0.00
C -2.865 -2.833 4.400 0.05 -0.02 0.13 0.00
H -3.862 -4.021 1.380 0.02 0.06 -0.01 0.00
H -5.264 -5.433 2.843 0.00 0.00 -0.01 0.00
H -5.132 -5.180 5.299 -0.01 0.00 0.00 0.00
H -3.598 -3.514 6.290 0.00 0.02 0.00 0.00
H -2.195 -2.099 4.825 -0.03 0.07 -0.07 0.00
C -1.964 -4.376 -1.473 -0.20 -0.37 -0.66 0.04
As -1.547 -2.608 -2.167 -0.49 1.26 1.73 0.06
C -2.922 -1.261 -1.690 -1.45 -4.44 0.15 0.27
C -1.137 -2.688 -4.056 -0.77 -0.40 -0.26 0.01
O -0.151 -2.157 -1.398 -2.40 -1.74 0.19 0.00
H -2.877 -4.768 -1.921 -0.04 -0.04 0.06 0.02
H -2.091 -4.268 -0.399 0.09 0.11 0.01 0.00
H -1.130 -5.045 -1.691 0.04 0.02 0.11 0.01
H -3.927 -1.489 -2.209 0.36 0.19 -0.11 0.15
H -2.516 0.019 -2.124 1.17 1.50 0.64 0.02
H -3.104 -1.291 -0.617 -0.51 -0.99 -0.13 0.02
H -2.020 -2.999 -4.617 0.02 0.01 -0.08 0.01
H -0.337 -3.409 -4.197 0.04 0.01 0.04 0.00
H -0.820 -1.705 -4.390 0.04 0.03 0.09 0.00
O -1.914 0.027 -1.297 -0.22 2.00 -1.50 0.32
S -0.053 2.397 -1.715 -0.02 0.57 -0.57 0.01
C -1.107 1.840 -2.865 -0.01 0.36 0.00 0.01
N -2.474 2.070 -2.708 0.25 0.95 -0.07 0.00
C -3.408 1.687 -3.572 -0.11 -0.03 -0.32 0.00
C -3.037 1.029 -4.714 0.00 0.11 0.20 0.00
C -1.654 0.826 -4.863 0.01 0.01 -0.02 0.00
N -0.731 1.199 -4.017 -0.04 -0.08 -0.13 0.00
H -2.741 2.556 -1.851 -0.04 -0.30 0.17 0.00
H -4.431 1.920 -3.312 0.02 -0.01 0.08 0.00
H -3.740 0.687 -5.456 -0.09 0.01 0.08 0.00
H -1.316 0.314 -5.763 0.16 0.02 0.04 0.00
```
Positions in Å, forces in eV/Å.

Properties
Spin multiplicity: 2
HOMO-LUMO gap (alpha / beta) (Eh): 0.13231 / 0.17828
Lowest unoccupied orbital energy (alpha / beta) (eV): 4.00 / 3.92
Expectation value of S²: 0.755
HOMO (alpha / beta) (eV): 0.40 / -0.93
Total charge: -2

=====

# 4
Computed, not measured: a molecular structure, C32H30BrCl3F5N3O2RuSSi, with ωB97M-V with the def2-TZVPD basis set.

XYZ file:
```
79
Properties=species:S:1:pos:R:3:forces:R:3:lowdin_spin:R:1
Ru -0.168 -0.185 -1.345 0.29 -0.23 0.08 0.84
O -3.513 -1.464 0.850 -0.02 0.02 0.08 0.00
C -2.475 -1.348 0.192 0.14 -0.03 -0.08 0.00
N -1.972 -0.240 -0.344 -0.17 0.02 -0.19 -0.01
C -2.504 0.996 0.178 -0.02 0.00 0.17 0.00
C -1.413 2.027 0.207 0.05 -0.15 -0.08 0.01
C -1.603 3.306 0.710 -0.04 0.00 0.05 0.00
C -0.533 4.176 0.772 -0.02 0.02 0.00 0.01
C 0.711 3.756 0.324 0.05 -0.04 -0.02 0.00
C 0.826 2.485 -0.194 -0.04 -0.03 0.04 0.01
N -0.212 1.640 -0.250 0.06 0.08 -0.09 0.01
C -1.547 -2.526 0.040 -0.05 -0.04 0.06 0.01
C -1.939 -3.809 0.400 0.01 0.04 -0.01 0.00
C -1.000 -4.820 0.347 0.02 -0.02 0.01 0.00
C 0.298 -4.518 -0.055 0.00 -0.01 0.02 0.00
C 0.601 -3.220 -0.410 -0.01 0.04 -0.07 0.01
N -0.308 -2.245 -0.358 0.00 0.16 0.12 0.03
H -2.839 0.835 1.211 -0.07 -0.02 -0.05 0.00
H -3.372 1.374 -0.368 0.02 0.03 -0.08 0.00
H -2.590 3.596 1.043 0.01 0.01 0.02 0.00
H -0.668 5.178 1.159 0.00 0.00 0.00 0.00
H 1.574 4.405 0.343 -0.01 0.01 0.01 0.00
H 1.756 2.112 -0.601 0.01 0.00 0.00 0.00
H -2.962 -3.962 0.715 0.00 0.00 0.00 0.00
H -1.268 -5.835 0.611 0.00 0.00 -0.01 0.00
H 1.063 -5.281 -0.111 -0.01 0.00 0.00 0.00
H 1.579 -2.932 -0.775 0.00 -0.02 0.02 0.00
C 7.744 1.564 -0.161 0.00 0.01 0.00 0.00
C 7.129 0.210 0.223 0.01 -0.01 0.00 0.00
C 7.980 -0.915 -0.384 0.00 -0.01 0.00 0.00
C 7.179 0.078 1.745 0.00 0.00 0.01 0.00
C 5.702 0.122 -0.311 0.00 -0.01 -0.04 0.00
C 4.596 -0.066 0.493 -0.01 0.02 0.02 0.00
C 3.327 -0.131 -0.064 -0.03 -0.02 -0.02 0.00
Br 1.906 -0.408 1.188 0.05 -0.03 -0.03 0.02
C 3.045 -0.025 -1.448 0.03 0.08 -0.02 0.00
O 1.864 -0.085 -1.975 -0.13 0.07 0.10 0.01
C 4.206 0.169 -2.274 -0.01 -0.01 0.02 0.00
C 5.455 0.229 -1.680 0.02 -0.01 0.01 0.00
C 4.188 0.294 -3.814 -0.03 -0.01 0.01 0.00
C 4.966 -0.891 -4.409 0.01 0.00 0.00 0.00
C 2.810 0.306 -4.484 -0.01 0.03 0.00 0.00
C 4.878 1.608 -4.217 0.01 0.02 -0.01 0.00
H 8.768 1.642 0.217 0.00 0.00 0.00 0.00
H 7.158 2.384 0.258 0.00 -0.01 0.00 0.00
H 7.773 1.694 -1.244 0.00 0.00 0.00 0.00
H 9.009 -0.860 -0.016 0.00 0.00 0.00 0.00
H 8.006 -0.850 -1.472 0.00 0.00 0.00 0.00
H 7.570 -1.891 -0.118 0.00 0.00 0.00 0.00
H 8.215 0.147 2.086 0.00 0.00 0.00 0.00
H 6.780 -0.883 2.077 0.00 0.00 0.00 0.00
H 6.611 0.871 2.235 0.00 0.00 -0.01 0.00
H 4.686 -0.164 1.566 0.00 0.00 -0.01 0.00
H 6.308 0.368 -2.334 0.00 0.00 0.01 0.00
H 4.488 -1.833 -4.135 0.00 0.00 0.00 0.00
H 6.001 -0.922 -4.060 0.00 0.00 0.00 0.00
H 4.977 -0.819 -5.500 0.00 0.00 0.00 0.00
H 2.271 -0.626 -4.339 -0.01 -0.03 0.02 0.00
H 2.961 0.451 -5.558 0.00 -0.01 0.00 0.00
H 2.185 1.116 -4.118 0.02 -0.01 -0.01 0.00
H 5.912 1.667 -3.873 -0.01 0.00 0.00 0.00
H 4.336 2.463 -3.807 -0.01 0.00 0.00 0.00
H 4.883 1.701 -5.307 0.00 0.00 0.00 0.00
Cl 0.314 2.937 -3.252 0.04 0.03 0.01 0.01
Si -0.875 1.185 -3.141 -0.14 0.17 -0.02 0.00
Cl -2.780 2.052 -2.879 0.04 0.07 -0.01 -0.01
Cl -0.976 0.734 -5.173 0.05 -0.04 0.06 0.00
F -4.765 -5.279 -2.711 0.01 0.00 -0.01 0.00
C -3.716 -4.459 -2.854 0.02 -0.01 0.00 0.00
C -3.898 -3.091 -2.911 -0.03 0.03 0.01 0.00
F -5.133 -2.585 -2.837 0.02 -0.01 0.00 0.00
C -2.806 -2.252 -3.061 -0.02 0.13 0.01 0.00
F -3.056 -0.943 -3.133 0.00 -0.11 0.00 0.00
C -1.499 -2.725 -3.132 0.07 -0.24 0.11 0.00
S -0.058 -1.728 -3.169 -0.07 0.01 -0.19 0.02
C -1.363 -4.115 -3.107 -0.03 0.01 -0.01 0.00
F -0.149 -4.678 -3.197 0.01 0.01 -0.01 0.00
C -2.437 -4.972 -2.966 -0.02 0.03 0.01 0.00
F -2.245 -6.298 -2.909 -0.01 -0.01 -0.01 0.00
```
Positions in Å, forces in eV/Å.

Properties
Spin multiplicity: 2
HOMO-LUMO gap (alpha / beta) (Eh): 0.26568 / 0.23926
Lowest unoccupied orbital energy (alpha / beta) (eV): 2.33 / 1.69
Expectation value of S²: 0.757
HOMO (alpha / beta) (eV): -4.90 / -4.82
Total charge: -1

=====

DFT total energy, respectively: -3822.158451; -2888.654614; -8407.721781; -6788.967913 a.u..
Energy relative to the best compared isomer or geometry (same formula, charge and spin), respectively: 254.2; 14.5; 151.1; 0.0 kJ/mol.